[1]
Molecular formula: C18H48F2NO22S8
Method: DFT, ωB97M-V/def2-TZVPD

Structure (XYZ):
```
99
Properties=species:S:1:pos:R:3:lowdin_charge:R:1
N 0.11670 -1.17158 0.85917 -0.24
S -0.23074 0.32259 0.69537 0.42
O -1.01881 0.70552 -0.44613 -0.27
O 0.80909 1.22349 1.10559 -0.29
F -1.29650 0.47189 1.89107 -0.19
S 1.18355 -1.28699 -0.44240 0.54
O 2.28119 -0.37388 -0.54662 -0.27
O 0.62137 -1.79371 -1.65784 -0.28
F 1.98365 -2.59714 0.02898 -0.20
O 6.56620 2.58307 -1.26206 -0.27
S 5.30275 1.99988 -0.94354 0.62
O 5.09213 1.40247 0.34715 -0.29
O 4.11462 3.06790 -1.18707 -0.25
C 3.05708 3.14890 -0.22100 -0.27
C 1.78677 3.55957 -0.91417 -0.07
C 4.84350 0.85196 -2.23874 -0.11
H 3.35027 3.86848 0.54887 0.13
H 2.85871 2.22360 0.32027 0.07
H 1.01169 3.85733 -0.20426 0.08
H 1.35249 2.76178 -1.51686 0.06
H 1.89339 4.46446 -1.52080 0.08
H 5.13204 -0.16799 -1.98235 0.08
H 5.29809 1.12395 -3.18624 0.07
H 3.75723 0.81403 -2.28090 0.05
O -2.63249 -6.57817 -1.20446 -0.27
S -1.35622 -6.00958 -1.48956 0.60
O -0.14267 -6.77147 -1.52534 -0.29
O -1.50127 -5.30871 -2.93333 -0.26
C -0.31648 -4.73481 -3.51602 -0.26
C -0.58523 -4.47990 -4.99484 -0.06
C -1.10458 -4.58136 -0.42651 -0.11
H 0.49878 -5.45424 -3.42467 0.11
H 0.00790 -3.85243 -2.95763 0.09
H 0.29754 -4.76811 -5.55796 0.08
H -1.07747 -3.54619 -5.25068 0.07
H -1.34714 -5.23091 -5.23922 0.08
H -1.22396 -4.91010 0.60243 0.07
H -1.83101 -3.80235 -0.65413 0.08
H -0.12578 -4.14322 -0.60718 0.04
O 2.12491 1.01461 5.02145 -0.29
S 3.47434 0.78737 4.58587 0.60
O 4.57005 1.12910 5.44629 -0.28
O 3.65015 -0.75776 4.21685 -0.25
C 2.65652 -1.30915 3.32782 -0.26
C 3.02761 -2.73694 2.97013 -0.05
C 3.69708 1.56084 2.98947 -0.12
H 2.56532 -0.71602 2.41497 0.09
H 1.68801 -1.26402 3.83179 0.12
H 2.66582 -3.51306 3.63678 0.08
H 4.11365 -2.77589 2.86938 0.09
H 2.62001 -2.89935 1.97096 0.05
H 4.14781 2.52192 3.23982 0.08
H 2.70946 1.77090 2.58617 0.04
H 4.36510 0.95890 2.38480 0.06
O -5.14677 -1.28701 -1.11717 -0.27
S -6.07460 -0.29254 -0.67429 0.59
O -7.37677 -0.67373 -0.20312 -0.29
O -5.43927 0.57210 0.51210 -0.25
C -4.05606 0.91727 0.33752 -0.28
C -3.70069 2.22520 1.06884 -0.05
C -6.30403 0.96252 -1.94883 -0.10
H -3.80549 1.07951 -0.71327 0.11
H -3.39984 0.13587 0.70802 0.10
H -2.89387 2.74667 0.55930 0.08
H -3.32611 1.96611 2.05778 0.06
H -4.58907 2.85006 1.15616 0.08
H -6.17952 1.93461 -1.48679 0.07
H -7.34031 0.82079 -2.24898 0.06
H -5.65821 0.71707 -2.78565 0.07
O 0.13463 2.35730 -7.18905 -0.28
S -0.14457 1.81769 -5.89475 0.58
O -1.43673 1.25455 -5.62135 -0.28
O 0.98976 0.72136 -5.60682 -0.26
C 0.76450 -0.23005 -4.54313 -0.26
C 1.83240 -1.28321 -4.69373 -0.06
C 0.32671 3.02309 -4.65515 -0.11
H -0.22825 -0.68178 -4.54525 0.12
H 0.80141 0.30787 -3.59065 0.11
H 1.78177 -1.72974 -5.68717 0.08
H 1.73890 -2.04466 -3.92040 0.06
H 2.84940 -0.89559 -4.59582 0.07
H 1.34934 3.26745 -4.92328 0.07
H 0.20053 2.59439 -3.66344 0.05
H -0.35126 3.87268 -4.70766 0.07
O -2.17353 1.72895 7.55397 -0.28
S -3.14663 1.54654 6.51985 0.57
O -4.41758 2.18049 6.63189 -0.28
O -2.56598 2.01106 5.11484 -0.27
C -1.18124 1.72276 4.81157 -0.27
C -0.56247 2.92090 4.13783 -0.05
C -3.40841 -0.19491 6.16863 -0.11
H -1.13321 0.79534 4.24037 0.11
H -0.63590 1.51258 5.73468 0.11
H -0.51176 3.79929 4.78105 0.09
H -1.17995 3.17166 3.26972 0.07
H 0.44578 2.76317 3.75971 0.06
H -2.63383 -0.80142 6.63808 0.07
H -3.37086 -0.30779 5.09049 0.06
H -4.34458 -0.53398 6.60438 0.07
```

The HOMO-LUMO gap is 10.525 eV. The net charge is -1. As for the HOMO energy: -0.3161 Eh. As for the strongest force on any atom: 4.90 eV/A. The calculated total energy comes out at -5809.922835 Ha.

=====

[2]
Molecular formula: C51H60NP4S2Ta
Method: DFT, ωB97M-V/def2-TZVPD

Structure (XYZ):
```
119
Properties=species:S:1:pos:R:3:lowdin_charge:R:1
Ta -0.03660 0.46085 0.27197 1.07
C 3.11985 1.75497 -2.29247 -0.10
C 1.79543 2.42106 -2.62827 -0.51
C 2.03668 3.79081 -3.27721 -0.09
P 0.62116 2.48939 -1.21717 1.02
C 0.91435 3.94811 -0.12811 -0.52
C 2.36601 4.08231 0.32517 -0.10
C 0.38514 5.26166 -0.71284 -0.08
C -1.03134 2.61306 -1.91400 -0.30
C -1.35192 2.93102 -3.23454 -0.02
C -2.65237 2.81471 -3.69848 -0.25
C -3.01261 3.15878 -5.11260 -0.03
C -3.62400 2.33144 -2.81586 0.00
C -3.32185 1.99580 -1.51135 -0.03
C -2.02035 2.16575 -1.03663 -0.36
N -1.61670 1.80081 0.29004 -0.24
C -2.49582 2.12767 1.35125 -0.30
C -3.44951 3.14251 1.25884 -0.01
C -4.29326 3.40698 2.32318 0.00
C -4.23038 2.69599 3.51908 -0.25
C -5.16304 2.98131 4.65739 -0.03
C -3.23897 1.72940 3.62717 -0.05
C -2.37850 1.44513 2.56863 -0.34
P -0.89892 0.46144 2.79599 1.01
C -1.34441 -1.22590 3.45717 -0.52
C -2.80319 -1.58434 3.17147 -0.12
C -1.03274 -1.43915 4.93896 -0.09
C 0.00099 1.40748 4.11413 -0.51
C -0.05437 2.91104 3.85075 -0.08
C 1.44225 0.97175 4.36635 -0.12
H 3.71631 1.67162 -3.20212 0.10
H 2.97106 0.75761 -1.89654 0.02
H 3.69490 2.33553 -1.57068 0.08
H 1.25747 1.78446 -3.34317 0.10
H 2.71290 4.39386 -2.67198 0.08
H 1.12652 4.36610 -3.43633 0.06
H 2.51330 3.64618 -4.24716 0.10
H 0.29469 3.70719 0.74505 0.08
H 3.00787 4.41945 -0.48849 0.07
H 2.78164 3.15509 0.72018 0.03
H 2.42001 4.83538 1.11191 0.09
H 1.03003 5.62917 -1.50934 0.07
H 0.37189 6.01747 0.07296 0.09
H -0.62844 5.16694 -1.10201 0.08
H -0.58293 3.26546 -3.91659 0.10
H -2.18625 3.64592 -5.62682 0.08
H -3.87247 3.82726 -5.14397 0.09
H -3.27734 2.26022 -5.67181 0.09
H -4.63831 2.20045 -3.17135 0.13
H -4.08705 1.59039 -0.86515 0.12
H -3.53775 3.73664 0.36331 0.12
H -5.02469 4.19845 2.21988 0.12
H -5.86139 3.77632 4.40441 0.08
H -4.61157 3.29047 5.54594 0.09
H -5.74338 2.09634 4.91994 0.09
H -3.11710 1.20409 4.56909 0.12
H -0.70848 -1.90806 2.88019 0.06
H -3.47693 -1.06682 3.85229 0.08
H -2.93693 -2.65587 3.33130 0.09
H -3.10843 -1.35225 2.15386 0.02
H -1.63228 -0.78943 5.57807 0.08
H 0.01541 -1.28352 5.18503 0.06
H -1.28590 -2.46648 5.20401 0.09
H -0.58229 1.17706 5.01465 0.11
H 0.44409 3.15812 2.90902 0.06
H 0.48710 3.42761 4.64334 0.10
H -1.06750 3.30467 3.81283 0.08
H 2.09809 1.25778 3.54748 0.02
H 1.55411 -0.09890 4.53054 0.06
H 1.80322 1.48056 5.26095 0.10
S -1.96769 -1.00940 -0.28340 0.47
P -0.54140 -2.12382 -1.24565 0.54
C 0.79480 -1.10742 -0.91087 -0.72
P 2.24047 -1.39289 -0.05707 0.54
S 2.30396 0.36658 1.05913 0.39
C 3.69329 -1.57466 -1.08697 -0.38
C 3.53493 -1.82203 -2.44693 -0.09
C 4.65241 -2.01712 -3.24441 -0.05
C 5.91963 -1.95425 -2.68421 -0.05
C 6.07802 -1.70660 -1.32453 -0.05
C 4.96685 -1.52563 -0.52177 -0.07
C 2.28809 -2.75292 1.11630 -0.34
C 2.77431 -3.98872 0.69328 -0.07
C 2.78008 -5.06297 1.56842 -0.05
C 2.31550 -4.90781 2.86688 -0.05
C 1.84481 -3.67471 3.29625 -0.06
C 1.83398 -2.59946 2.42417 -0.11
C -0.92698 -2.20403 -2.99652 -0.35
C -0.29608 -1.32616 -3.87500 -0.09
C -0.62908 -1.33626 -5.22106 -0.06
C -1.59513 -2.21644 -5.68614 -0.05
C -2.23111 -3.08744 -4.81044 -0.05
C -1.90032 -3.08427 -3.46710 -0.07
C -0.44632 -3.81388 -0.65449 -0.35
C 0.17512 -4.76496 -1.46678 -0.08
C 0.27206 -6.07789 -1.03929 -0.06
C -0.24506 -6.44280 0.19736 -0.05
C -0.85601 -5.49731 1.00821 -0.06
C -0.96264 -4.18334 0.58184 -0.08
H 2.54156 -1.85579 -2.87895 0.09
H 4.53376 -2.21535 -4.30106 0.11
H 6.79174 -2.10203 -3.30632 0.12
H 7.06856 -1.65997 -0.89355 0.12
H 5.09171 -1.34551 0.53983 0.12
H 3.15492 -4.11680 -0.31252 0.12
H 3.15931 -6.02017 1.23856 0.12
H 2.33541 -5.74589 3.55034 0.12
H 1.50624 -3.54557 4.31594 0.11
H 1.50517 -1.62700 2.76996 0.05
H 0.45474 -0.64056 -3.49889 0.08
H -0.13342 -0.66234 -5.90672 0.11
H -1.85351 -2.22791 -6.73621 0.12
H -2.98332 -3.77168 -5.17784 0.12
H -2.39534 -3.77049 -2.79035 0.12
H 0.56251 -4.48840 -2.43972 0.12
H 0.73887 -6.81884 -1.67395 0.12
H -0.18019 -7.47142 0.52511 0.12
H -1.26568 -5.78896 1.96550 0.12
H -1.46773 -3.45104 1.20088 0.08
```

The HOMO-LUMO gap is 6.457 eV. The net charge is +2. The energy relative to the best compared isomer or geometry (same formula, charge and spin) is 0.00 kcal per mole. As for the HOMO energy: -0.4526 Eh. As for the strongest force on any atom: 0.67 eV/A. The calculated total energy comes out at -4252.663014 Ha.

=====

[3]
Molecular formula: C14H16O2
Method: DFT, ωB97M-V/def2-TZVPD

Structure (XYZ):
```
32
Properties=species:S:1:pos:R:3:lowdin_charge:R:1
C 0.37413 -0.66257 2.95644 -0.05
C -0.64036 -1.37980 2.11285 -0.29
C -0.42016 -2.56026 1.44457 -0.05
C -1.38328 -3.10186 0.57799 -0.02
C -2.55911 -2.43060 0.35046 -0.33
O -3.55858 -3.05352 -0.37665 0.02
C -2.80022 -1.20080 0.98125 -0.01
C -1.82711 -0.67994 1.79649 -0.05
H 0.95873 0.01089 2.32658 0.06
H 1.17476 -1.35146 3.22279 0.08
H -0.03943 -0.17864 3.83014 0.08
H 0.36477 -3.23080 1.78188 0.11
H -1.25548 -4.00967 0.01183 0.12
H -3.76393 -2.54125 -1.16668 0.10
H -3.60178 -0.58138 0.61340 0.11
H -1.97107 0.31118 2.19966 0.11
C 0.16229 -0.33774 -2.31940 -0.04
C 0.83669 0.89808 -1.78069 -0.29
C 1.49091 1.76703 -2.65301 -0.05
C 2.11111 2.91750 -2.19678 -0.01
C 2.12067 3.18589 -0.82865 -0.32
O 2.84886 4.29119 -0.42055 0.03
C 1.43825 2.37481 0.05316 -0.02
C 0.87459 1.19964 -0.43214 -0.04
H 0.78345 -0.76028 -3.10851 0.08
H -0.81573 -0.06354 -2.69644 0.08
H -0.02316 -1.06091 -1.53443 0.06
H 1.63219 1.42262 -3.67499 0.11
H 2.45405 3.67669 -2.88640 0.12
H 3.13087 4.14642 0.50158 0.11
H 1.34135 2.60385 1.11040 0.11
H 0.56174 0.37922 0.20385 0.09
```

The HOMO-LUMO gap is 9.185 eV. The net charge is 0. The energy relative to the best compared isomer or geometry (same formula, charge and spin) is 16.34 kcal per mole. Its structure (SMILES) is Cc1ccc(O)cc1.Cc1ccc(O)cc1. As for the HOMO energy: -0.3107 Eh. As for the strongest force on any atom: 1.67 eV/A. The calculated total energy comes out at -693.530487 Ha.